This record from the Open Molecules 2025 dataset describes a cluster of 6 separate species, C20H32ClFN3O24S6 in total. The level of theory is wB97M-V/def2-TZVPD.

Each line ends with the Mulliken charge.
Cartesian coordinates (Å):
O1 -1.16 -5.90 2.50  -0.439
C1 -2.07 -5.69 1.68  0.689
F1 -3.32 -6.35 1.82  -0.212
N1 -1.92 -4.71 0.56  -0.254
C2 -2.25 -3.39 1.21  0.368
O2 -3.19 -3.39 2.04  -0.551
C3 -1.33 -2.17 0.82  0.397
C4 -0.24 -2.35 -0.31  -0.532
C5 0.60 -1.03 -0.61  -0.324
N2 0.45 0.20 0.07  -0.949
N3 -0.50 0.26 1.01  0.627
C6 -1.41 -0.74 1.48  0.305
C7 -2.51 -0.41 2.61  0.133
C8 -3.80 0.16 1.80  -0.323
C9 -5.21 -0.14 2.51  -0.744
C10 -6.01 -1.39 1.90  -0.549
S1 -6.22 -1.36 0.06  1.025
O3 -6.25 0.08 -0.38  -0.528
O4 -5.03 -2.08 -0.57  -0.512
Cl1 -8.00 -2.29 -0.53  -0.199
H1 -2.64 -4.90 -0.18  0.363
H2 -0.10 -3.33 -0.87  0.444
H3 1.38 -1.14 -1.45  0.536
H4 -0.60 1.19 1.48  0.256
H5 -2.76 -1.30 3.28  0.479
H6 -2.14 0.47 3.26  -0.630
H7 -3.66 1.30 1.65  0.281
H8 -3.71 -0.29 0.73  0.398
H9 -5.87 0.79 2.37  0.342
H10 -5.01 -0.28 3.63  0.400
H11 -7.08 -1.39 2.35  0.472
H12 -5.54 -2.39 2.18  0.217
C11 -0.84 4.25 6.48  -0.399
C12 0.03 3.01 6.29  -0.401
O5 -0.77 2.11 5.53  -0.100
S2 -1.73 2.96 4.54  1.147
O6 -1.11 3.00 3.24  -0.602
O7 -3.08 2.53 4.74  -0.529
O8 -1.54 4.41 5.24  -0.315
H13 -1.57 4.09 7.27  0.295
H14 -0.25 5.14 6.70  0.319
H15 0.33 2.56 7.24  0.345
H16 0.93 3.24 5.70  0.271
C13 5.93 -0.49 0.67  -0.369
C14 4.77 0.26 1.30  -0.246
O9 4.25 1.09 0.26  -0.310
S3 4.45 0.33 -1.16  1.157
O10 3.21 -0.33 -1.49  -0.559
O11 5.11 1.21 -2.06  -0.472
O12 5.50 -0.80 -0.66  -0.355
H17 6.82 0.14 0.60  0.295
H18 6.17 -1.41 1.21  0.326
H19 5.08 0.87 2.15  0.325
H20 3.98 -0.43 1.62  0.186
C15 4.23 1.94 -7.08  -0.174
C16 4.43 0.44 -7.17  -0.297
O13 5.51 0.15 -6.28  -0.360
S4 5.46 1.20 -5.04  1.026
O14 4.80 0.56 -3.94  -0.366
O15 6.75 1.81 -4.92  -0.578
O16 4.44 2.27 -5.71  -0.325
H21 4.98 2.48 -7.67  0.308
H22 3.23 2.25 -7.40  0.146
H23 4.67 0.11 -8.19  0.356
H24 3.54 -0.10 -6.82  0.222
C17 -0.04 -3.12 5.12  -0.266
C18 0.12 -2.38 6.44  -0.374
O17 1.36 -1.68 6.33  -0.352
S5 1.59 -1.25 4.78  1.055
O18 1.16 0.11 4.61  -0.435
O19 2.88 -1.71 4.36  -0.574
O20 0.46 -2.22 4.12  -0.139
H25 0.58 -4.02 5.09  0.252
H26 -1.08 -3.38 4.91  0.292
H27 0.14 -3.06 7.29  0.348
H28 -0.67 -1.64 6.58  0.242
C19 -0.57 3.56 -8.87  -0.315
C20 -1.32 2.98 -7.68  -0.319
O21 -1.41 1.58 -7.93  -0.317
S6 -0.11 1.11 -8.77  1.069
O22 0.84 0.55 -7.84  -0.465
O23 -0.55 0.41 -9.94  -0.546
O24 0.42 2.58 -9.21  -0.310
H29 -1.24 3.67 -9.73  0.297
H30 -0.10 4.51 -8.65  0.313
H31 -2.31 3.42 -7.55  0.316
H32 -0.74 3.12 -6.75  0.275

The calculation puts the highest occupied orbital energy at -11.60 eV. The gap between HOMO and LUMO is 6.54 eV. Its total charge is +1.


This record from the Open Molecules 2025 dataset describes a cluster of 4 separate species, C20H32F2IN2O14S3Si in total. The level of theory is wB97M-V/def2-TZVPD.

Each line ends with the Mulliken charge.
Cartesian coordinates (Å):
C1 -0.83 -0.66 3.90  -1.226
Si1 -1.69 -0.02 2.34  0.375
C2 -2.92 1.31 2.90  -1.258
C3 -0.46 0.73 1.09  -0.050
C4 0.96 0.18 1.29  -0.555
C5 1.93 0.70 0.23  0.539
F1 3.05 -0.10 0.34  -0.201
F2 2.30 1.96 0.58  -0.302
N1 1.39 0.59 -1.10  -0.447
I1 2.48 -0.52 -2.45  0.044
C6 0.86 1.85 -1.67  0.923
C7 1.88 2.83 -2.27  -0.646
N2 2.02 4.07 -1.43  -0.557
C8 -0.17 1.42 -2.78  0.059
O1 0.21 1.31 -3.97  -0.759
O2 -1.33 1.21 -2.35  -0.720
C9 -2.54 -1.39 1.35  0.550
C10 -3.78 -1.16 0.81  -0.141
C11 -4.34 -2.14 0.03  -0.689
C12 -3.64 -3.28 -0.18  -0.295
C13 -2.42 -3.53 0.36  -0.761
C14 -1.85 -2.56 1.15  -0.322
H1 0.07 -0.07 4.07  0.351
H2 -0.51 -1.70 3.84  0.351
H3 -1.44 -0.52 4.80  0.374
H4 -2.40 1.96 3.61  0.264
H5 -3.22 1.94 2.06  0.353
H6 -3.78 0.89 3.42  0.429
H7 -0.50 1.82 1.11  0.283
H8 -0.79 0.41 0.10  0.319
H9 1.33 0.56 2.25  0.239
H10 0.98 -0.91 1.28  0.049
H11 0.24 2.31 -0.90  0.105
H12 1.55 3.16 -3.25  0.420
H13 2.89 2.42 -2.36  0.117
H14 1.26 4.14 -0.76  0.200
H15 2.01 4.88 -2.03  0.251
H16 -4.26 -0.21 0.99  0.314
H17 -5.31 -1.96 -0.40  0.380
H18 -4.05 -4.04 -0.82  0.362
H19 -1.87 -4.44 0.16  0.402
H20 -0.87 -2.69 1.60  0.134
C15 -1.64 6.07 2.53  -0.281
C16 -1.48 6.25 4.02  -0.415
O3 -0.89 5.03 4.47  -0.332
S1 0.08 4.45 3.33  0.921
O4 1.41 4.84 3.61  -0.633
O5 -0.28 3.11 3.08  -0.310
O6 -0.46 5.36 2.12  -0.294
H21 -2.51 5.45 2.29  0.275
H22 -1.71 7.01 2.00  0.305
H23 -2.43 6.42 4.53  0.324
H24 -0.79 7.07 4.25  0.302
C17 -0.95 -2.85 -5.05  -0.246
C18 -2.15 -1.93 -5.04  -0.188
O7 -3.28 -2.83 -4.98  -0.357
S2 -2.89 -4.13 -4.13  0.920
O8 -3.34 -3.94 -2.80  -0.349
O9 -3.21 -5.28 -4.89  -0.590
O10 -1.30 -3.91 -4.14  -0.306
H25 -0.78 -3.29 -6.03  0.273
H26 -0.05 -2.35 -4.71  0.244
H27 -2.21 -1.31 -5.93  0.305
H28 -2.17 -1.30 -4.16  0.218
C19 6.26 -2.74 0.25  -0.344
C20 4.76 -2.69 0.07  0.153
O11 4.48 -3.75 -0.86  -0.224
S3 5.51 -4.95 -0.63  1.094
O12 4.92 -5.94 0.20  -0.554
O13 6.10 -5.28 -1.87  -0.548
O14 6.58 -4.14 0.26  -0.322
H29 6.78 -2.27 -0.58  0.319
H30 6.58 -2.28 1.18  0.310
H31 4.42 -1.74 -0.32  -0.103
H32 4.23 -2.90 1.00  0.175

The calculation puts the highest occupied orbital energy at -5.03 eV. The gap between HOMO and LUMO is 6.84 eV. Its total charge is -1.


This record from the Open Molecules 2025 dataset describes a structure of composition C20H32IrN3OS3Si. The level of theory is wB97M-V/def2-TZVPD.

Each line ends with the Mulliken charge.
Cartesian coordinates (Å):
Ir1 0.46 -0.26 0.03  1.315
C1 -0.43 -2.61 2.22  -0.417
C2 -0.07 -1.61 3.30  -0.937
S1 0.41 0.06 2.73  0.147
C3 2.19 0.14 3.24  -1.031
C4 3.19 0.54 2.17  -0.765
S2 3.13 -0.34 0.57  0.038
C5 3.48 -2.09 0.98  -0.945
C6 2.38 -2.91 1.65  -0.667
S3 0.73 -2.79 0.82  -0.057
H1 -0.57 -3.59 2.67  0.697
H2 -1.35 -2.30 1.72  -0.055
H3 -0.96 -1.45 3.92  0.508
H4 0.72 -1.97 3.96  0.590
H5 2.22 0.89 4.04  0.559
H6 2.46 -0.82 3.67  0.442
H7 3.04 1.58 1.88  0.343
H8 4.20 0.43 2.57  0.588
H9 3.72 -2.52 0.01  0.460
H10 4.37 -2.11 1.61  0.555
H11 2.66 -3.96 1.63  0.583
H12 2.24 -2.61 2.69  0.177
N1 0.82 1.70 -2.82  0.066
C7 0.79 0.34 -3.09  0.906
C8 0.80 0.02 -4.46  -1.109
C9 0.88 -1.32 -4.86  -0.515
C10 0.83 -2.30 -3.93  -1.044
C11 0.59 -1.96 -2.49  0.550
N2 0.80 -0.56 -2.14  -0.138
C12 0.68 2.48 -1.71  0.781
C13 0.57 3.87 -1.93  -0.949
C14 0.44 4.72 -0.86  -0.564
C15 0.43 4.19 0.42  -0.998
C16 0.55 2.82 0.56  -0.363
N3 0.68 1.97 -0.47  0.057
H13 0.86 2.25 -3.67  0.136
H14 0.78 0.81 -5.20  0.348
H15 1.00 -1.56 -5.91  0.413
H16 0.90 -3.35 -4.17  0.418
H17 1.26 -2.56 -1.86  -0.143
H18 0.58 4.25 -2.94  0.440
H19 0.37 5.79 -1.02  0.442
H20 0.34 4.81 1.29  0.492
H21 0.56 2.37 1.54  0.416
C17 -3.89 1.10 -1.10  -1.160
Si1 -3.07 0.34 0.47  0.260
C18 -2.87 1.84 1.66  -1.074
C19 -4.33 -0.89 1.23  -1.217
O1 -1.71 -0.39 0.17  -0.403
H22 -4.84 1.56 -0.84  0.381
H23 -4.08 0.33 -1.84  0.331
H24 -3.25 1.85 -1.54  0.297
H25 -3.84 2.24 1.95  0.477
H26 -2.30 2.63 1.19  0.211
H27 -2.34 1.54 2.56  0.298
H28 -5.28 -0.41 1.41  0.394
H29 -3.96 -1.28 2.18  0.315
H30 -4.50 -1.72 0.56  0.331
C20 -0.82 -2.31 -2.18  -0.974
H31 -1.08 -3.22 -1.67  0.432
H32 -1.60 -1.68 -2.57  0.333

The calculation puts the highest occupied orbital energy (alpha / beta) at -8.45 / -8.61 eV. Its energy relative to the best compared isomer or geometry (same formula, charge and spin) is 77.4 kcal per mole. The gap between HOMO and LUMO (alpha / beta) is 4.59 / 4.79 eV. Its total charge is +1. The expectation value of S² is 0.77. The spin multiplicity is 2.


Taking the records one at a time from the top gives E_tot values of -5699.91466, -3925.66811, -2608.92251 a.u..
Taking the records one at a time from the top gives strongest force on any atom values of 5.99, 2.42, 4.38 eV Å⁻¹.